1.
310
Properties=species:S:1:pos:R:3:mulliken_charge:R:1 method="wB97M-V/def2-TZVPD" de_lowest_kcal_mol=0.0 e_lumo_ev=0.427 largest_force_ev_per_a=3.00 energy_ev=-142070.7190
C 11.710 -20.577 -18.114 -0.223
C 11.488 -19.092 -18.443 -1.379
N 10.756 -18.358 -17.451 0.947
C 11.568 -18.029 -16.290 0.679
C 10.761 -17.542 -15.102 -1.589
C 10.115 -17.198 -18.107 -0.754
C 11.108 -16.098 -18.538 -1.177
H 12.340 -21.017 -18.889 0.623
H 10.863 -21.231 -17.962 -0.383
H 12.255 -20.684 -17.194 -0.309
H 12.484 -18.628 -18.598 0.389
H 10.943 -19.046 -19.360 0.870
H 12.101 -18.977 -16.024 -0.949
H 12.347 -17.260 -16.585 0.473
H 9.865 -18.123 -15.049 0.139
H 11.281 -17.512 -14.171 0.427
H 10.370 -16.539 -15.349 0.435
H 9.386 -16.805 -17.408 0.557
H 9.612 -17.605 -18.962 0.345
H 11.531 -15.573 -17.658 0.236
H 10.650 -15.386 -19.201 0.447
H 11.995 -16.509 -19.045 0.263
C 17.308 -27.205 -23.423 -1.315
C 17.564 -26.514 -22.103 -0.488
N 16.857 -27.063 -20.960 0.353
C 15.396 -27.017 -21.156 0.684
C 14.730 -25.652 -21.251 -1.440
C 17.265 -26.397 -19.731 -0.204
C 18.629 -26.775 -19.206 -1.215
H 17.996 -26.946 -24.247 0.409
H 16.313 -26.939 -23.813 0.245
H 17.306 -28.282 -23.217 0.289
H 18.623 -26.530 -21.962 0.482
H 17.418 -25.451 -22.202 0.434
H 15.214 -27.581 -22.096 0.054
H 14.923 -27.565 -20.352 -0.682
H 15.203 -25.092 -22.055 0.412
H 13.659 -25.754 -21.407 0.509
H 14.805 -25.023 -20.330 0.207
H 16.446 -26.660 -19.006 0.126
H 17.300 -25.290 -19.819 0.335
H 18.873 -26.152 -18.360 0.376
H 19.364 -26.842 -19.985 0.318
H 18.581 -27.837 -18.806 0.202
C 7.643 -20.785 -14.883 -0.367
C 6.148 -20.970 -14.997 -0.770
N 5.762 -21.926 -15.956 1.228
C 6.570 -23.134 -16.062 0.382
C 6.581 -24.039 -14.770 -0.016
C 4.339 -22.312 -15.846 -0.158
C 3.372 -21.100 -16.072 -1.540
H 8.226 -21.668 -14.584 -0.210
H 7.924 -20.059 -14.100 0.591
H 8.143 -20.318 -15.714 -0.266
H 5.646 -21.203 -14.011 0.302
H 5.716 -20.039 -15.297 0.467
H 6.234 -23.697 -16.943 -0.496
H 7.543 -22.793 -16.304 -0.087
H 5.567 -24.296 -14.493 -0.075
H 7.216 -24.893 -14.993 -0.479
H 6.979 -23.493 -13.893 0.194
H 4.090 -22.671 -14.817 0.255
H 4.170 -23.104 -16.574 -0.026
H 3.563 -20.368 -15.271 0.367
H 2.327 -21.335 -15.983 0.487
H 3.563 -20.719 -17.047 0.195
C 10.162 -24.302 -16.428 -0.459
C 9.403 -25.178 -17.405 0.647
N 10.106 -26.404 -17.763 1.715
C 9.308 -27.099 -18.752 0.581
C 7.842 -27.196 -18.489 0.355
C 11.461 -26.208 -18.205 -0.531
C 12.224 -27.483 -18.350 1.131
H 11.058 -23.911 -16.942 0.396
H 10.532 -25.031 -15.681 -0.918
H 9.571 -23.523 -16.008 0.353
H 8.448 -25.449 -16.991 -0.154
H 9.225 -24.587 -18.262 0.004
H 9.508 -26.719 -19.831 0.010
H 9.686 -28.101 -18.774 -0.716
H 7.428 -28.017 -19.072 -0.245
H 7.654 -27.334 -17.444 -0.262
H 7.366 -26.264 -18.822 -0.042
H 11.904 -25.535 -17.458 -0.074
H 11.433 -25.745 -19.176 0.207
H 13.222 -27.374 -18.761 0.162
H 11.774 -28.084 -19.179 -0.774
H 12.151 -28.012 -17.395 -1.014
C 5.533 -30.415 -23.999 -0.907
C 5.085 -28.932 -23.947 -0.759
N 5.818 -28.109 -23.029 0.308
C 7.228 -27.866 -23.338 1.173
C 7.421 -27.179 -24.671 -1.812
C 5.606 -28.493 -21.644 0.620
C 4.109 -28.359 -21.216 -1.485
H 5.263 -30.915 -23.071 0.243
H 6.604 -30.484 -24.313 0.175
H 4.983 -30.996 -24.767 0.416
H 5.131 -28.455 -24.932 0.509
H 4.045 -28.923 -23.636 0.370
H 7.600 -27.255 -22.483 -0.467
H 7.873 -28.778 -23.329 -0.179
H 8.426 -26.798 -24.827 0.418
H 7.156 -27.961 -25.440 0.412
H 6.695 -26.392 -24.764 0.400
H 6.170 -27.817 -21.007 -0.655
H 5.893 -29.511 -21.465 0.447
H 3.996 -28.384 -20.106 0.063
H 3.462 -29.111 -21.606 0.506
H 3.792 -27.353 -21.541 0.361
C 14.084 -30.501 -22.197 -1.480
C 12.962 -30.480 -21.172 0.840
N 11.665 -30.759 -21.812 0.613
C 11.475 -32.139 -22.042 -0.378
C 10.369 -32.296 -23.058 -1.287
C 10.520 -29.950 -21.459 -0.867
C 9.491 -30.523 -20.470 0.723
H 14.146 -31.444 -22.714 0.509
H 15.020 -30.250 -21.647 0.248
H 13.716 -29.783 -22.943 0.345
H 13.161 -31.093 -20.226 -0.111
H 12.960 -29.458 -20.808 -0.576
H 12.414 -32.548 -22.433 0.482
H 11.224 -32.743 -21.169 0.194
H 9.394 -32.109 -22.621 0.214
H 10.559 -31.522 -23.860 0.273
H 10.337 -33.328 -23.438 0.445
H 9.899 -29.828 -22.335 0.003
H 10.823 -28.927 -21.131 0.261
H 9.106 -31.561 -20.631 0.582
H 8.601 -29.905 -20.615 -0.068
H 9.759 -30.455 -19.431 -0.895
C 7.927 -32.499 -13.610 -1.707
C 7.181 -31.377 -14.334 1.651
N 6.050 -31.839 -15.134 0.190
C 5.683 -30.826 -16.165 0.363
C 6.784 -30.592 -17.142 -0.953
C 4.876 -32.231 -14.228 -0.074
C 3.964 -33.139 -15.015 -1.231
H 7.373 -32.892 -12.773 0.439
H 8.879 -32.154 -13.192 0.370
H 8.125 -33.289 -14.305 0.401
H 6.921 -30.564 -13.687 -0.150
H 7.935 -30.850 -14.954 -1.076
H 4.718 -31.026 -16.657 0.275
H 5.552 -29.872 -15.651 -0.210
H 7.321 -31.462 -17.449 0.772
H 6.446 -30.024 -17.992 0.142
H 7.547 -29.934 -16.764 -0.478
H 4.397 -31.242 -14.044 0.032
H 5.256 -32.628 -13.289 0.480
H 3.389 -32.552 -15.743 0.119
H 3.248 -33.646 -14.369 0.431
H 4.574 -33.858 -15.573 0.320
C 10.767 -30.953 -17.073 1.146
C 11.279 -31.572 -15.765 -1.393
N 12.734 -31.808 -15.660 1.136
C 13.151 -33.219 -15.824 -0.959
C 12.896 -33.644 -17.295 -0.721
C 13.372 -31.216 -14.388 -1.383
C 13.218 -29.654 -14.417 0.303
H 10.910 -29.916 -17.120 -0.557
H 9.700 -31.112 -17.197 -0.263
H 11.282 -31.380 -17.964 -0.016
H 10.859 -30.929 -14.934 0.188
H 10.800 -32.564 -15.637 0.231
H 14.209 -33.285 -15.740 0.500
H 12.651 -33.811 -15.071 0.499
H 11.883 -33.330 -17.609 0.053
H 13.612 -33.105 -17.885 0.008
H 12.909 -34.704 -17.369 0.539
H 14.427 -31.496 -14.415 0.469
H 12.874 -31.621 -13.512 0.349
H 13.693 -29.315 -15.314 -0.131
H 13.670 -29.214 -13.534 0.375
H 12.166 -29.288 -14.333 -0.116
C 9.493 -24.813 -12.852 3.047
C 9.417 -25.321 -11.426 -2.957
N 10.421 -24.858 -10.542 0.151
C 10.489 -23.370 -10.449 0.237
C 9.195 -22.695 -10.098 -1.398
C 11.704 -25.367 -10.946 0.680
C 11.699 -26.859 -11.236 -1.111
H 9.176 -23.724 -12.956 -0.442
H 8.827 -25.344 -13.452 -0.211
H 10.531 -24.881 -13.229 -0.775
H 8.449 -25.119 -10.977 0.474
H 9.472 -26.412 -11.517 0.586
H 11.186 -23.103 -9.660 0.596
H 10.902 -22.973 -11.443 -0.225
H 9.173 -21.695 -9.646 0.366
H 8.527 -22.683 -10.963 0.128
H 8.689 -23.402 -9.403 0.357
H 12.416 -25.242 -10.121 0.708
H 12.089 -24.870 -11.829 -0.779
H 12.728 -27.237 -11.481 0.370
H 11.070 -27.115 -12.093 -0.209
H 11.377 -27.445 -10.316 0.394
C 14.392 -18.510 -13.495 -1.572
C 13.411 -19.767 -13.377 -0.569
N 13.291 -20.632 -14.552 1.020
C 14.586 -20.970 -15.071 -1.228
C 15.457 -21.819 -14.127 -0.575
C 12.424 -21.774 -14.415 -0.649
C 10.889 -21.383 -14.272 0.181
H 15.380 -18.902 -13.653 0.450
H 14.408 -18.141 -12.491 0.513
H 14.120 -17.704 -14.216 0.163
H 13.812 -20.364 -12.507 0.457
H 12.420 -19.395 -13.183 0.411
H 14.461 -21.547 -15.985 0.445
H 15.055 -20.002 -15.373 0.588
H 14.884 -22.695 -13.773 -0.153
H 16.347 -22.195 -14.679 0.516
H 15.796 -21.305 -13.187 0.256
H 12.634 -22.461 -13.558 -0.342
H 12.555 -22.383 -15.298 0.244
H 10.569 -20.678 -15.039 -0.183
H 10.608 -20.940 -13.352 0.959
H 10.360 -22.328 -14.370 -0.926
C 16.989 -24.222 -11.939 -1.103
C 16.007 -25.221 -11.418 0.084
O 15.575 -26.192 -12.393 -0.383
C 14.562 -25.724 -13.136 -0.035
O 14.038 -24.642 -13.030 -0.124
O 14.126 -26.721 -13.958 -0.166
C 12.956 -26.424 -14.683 0.875
H 16.727 -23.889 -12.949 0.190
H 17.999 -24.587 -11.848 0.378
H 17.071 -23.366 -11.301 0.364
H 15.084 -24.713 -11.095 -0.017
H 16.438 -25.799 -10.563 0.370
H 12.121 -26.187 -13.955 -0.059
H 12.683 -27.275 -15.301 -1.066
H 13.173 -25.590 -15.335 0.593
C 8.010 -20.496 -18.463 0.431
C 8.336 -20.740 -19.937 -1.236
O 8.822 -22.106 -20.039 0.605
C 9.586 -22.481 -21.033 0.281
O 10.061 -23.590 -21.061 -0.468
O 9.815 -21.521 -21.953 -0.411
C 10.879 -21.691 -22.910 -0.815
H 7.703 -21.418 -17.984 -0.215
H 7.328 -19.655 -18.291 0.614
H 8.958 -20.119 -18.050 -0.996
H 9.078 -20.003 -20.256 0.605
H 7.427 -20.678 -20.548 0.580
H 11.699 -21.115 -22.471 0.273
H 10.536 -21.074 -23.753 0.268
H 10.993 -22.736 -23.184 0.333
C 16.006 -29.572 -18.122 -0.349
C 15.584 -30.813 -17.465 0.251
O 15.831 -32.003 -18.237 -0.108
C 17.067 -32.532 -18.197 0.525
O 18.008 -32.187 -17.580 -0.531
O 17.006 -33.601 -19.027 -0.298
C 18.134 -34.356 -19.098 -0.746
H 17.077 -29.369 -18.214 0.182
H 15.469 -28.808 -17.578 0.148
H 15.534 -29.620 -19.146 -0.099
H 14.497 -30.764 -17.307 -0.428
H 16.062 -30.877 -16.494 0.436
H 17.771 -35.300 -19.487 0.235
H 18.651 -34.464 -18.113 0.319
H 18.819 -33.951 -19.865 0.286
C 4.245 -26.804 -13.310 -0.705
C 5.472 -27.694 -13.057 -0.616
O 6.382 -27.490 -14.124 0.478
C 7.631 -27.775 -13.884 -0.082
O 8.153 -28.146 -12.859 -0.651
O 8.264 -27.589 -15.083 0.779
C 9.605 -28.191 -15.077 -0.158
H 4.595 -25.773 -13.333 0.115
H 3.479 -26.819 -12.509 0.468
H 3.750 -27.070 -14.244 0.096
H 5.192 -28.713 -12.950 0.182
H 5.914 -27.314 -12.136 0.519
H 10.131 -27.821 -15.958 -0.002
H 9.579 -29.291 -15.041 -0.728
H 10.058 -27.779 -14.194 -0.026
C 3.621 -20.190 -19.809 -1.574
C 4.575 -21.347 -19.522 0.685
O 5.168 -21.932 -20.729 -0.450
C 5.983 -22.963 -20.440 0.243
O 6.128 -23.475 -19.373 0.101
O 6.513 -23.331 -21.569 -0.492
C 7.222 -24.600 -21.527 -0.848
H 2.943 -20.513 -20.616 0.355
H 4.138 -19.284 -20.138 0.298
H 3.007 -20.022 -18.915 0.422
H 3.969 -22.141 -19.057 0.117
H 5.280 -21.020 -18.812 -0.070
H 7.700 -24.542 -22.516 -0.005
H 6.432 -25.311 -21.601 1.227
H 7.975 -24.654 -20.713 -0.248
C 4.200 -26.308 -17.338 -1.252
C 4.704 -27.751 -17.080 1.509
O 3.998 -28.844 -17.713 -0.222
C 2.813 -29.114 -17.129 0.593
O 2.330 -28.537 -16.220 -0.537
O 2.192 -30.104 -17.847 -0.325
C 0.904 -30.520 -17.461 -0.809
H 4.815 -25.724 -16.640 -0.144
H 3.158 -26.243 -17.045 0.645
H 4.385 -26.040 -18.347 0.670
H 4.759 -27.948 -15.965 -0.412
H 5.716 -27.805 -17.457 -0.740
H 0.127 -29.925 -17.943 0.308
H 0.745 -30.265 -16.420 0.359
H 0.892 -31.588 -17.701 0.259

2.
10
Properties=species:S:1:pos:R:3:mulliken_charge:R:1 method="wB97M-V/def2-TZVPD" de_lowest_kcal_mol=46.1 e_lumo_ev=3.557 largest_force_ev_per_a=3.63 total_charge=-1 energy_ev=-19125.1748 smiles="C=C=C([O-])OC=S"
C 1.930 -0.363 -0.323 -0.594
C 0.920 0.180 0.273 -0.112
C -0.141 1.068 -0.011 0.419
O -0.448 2.171 0.469 -0.653
O -1.321 0.394 -0.679 -0.266
C -1.650 -0.461 0.276 -0.191
S -2.708 -1.672 -0.089 -0.401
H 2.199 -0.147 -1.448 0.179
H 2.582 -0.945 0.236 0.267
H -1.364 -0.224 1.297 0.351